Entry A
A gas-phase ion, C4H8NOS (charge -1). Source: the OMol25 dataset; level of theory: ωB97M-V/def2-TZVPD.

Atoms and positions in Å:
S  -3.29985  1.03350  -0.17075
O  2.51485  0.15413  1.24377
N  0.31148  -0.02220  0.77342
C  -0.82500  -0.30689  -0.14352
C  1.59644  0.15861  0.41725
C  1.90749  0.21840  -1.04178
C  -2.15114  -0.13113  0.62298
H  -0.78035  0.47056  -0.90368
H  -1.95095  0.14996  1.66650
H  1.25334  0.93529  -1.55711
H  -2.66304  -1.08769  0.70988
H  1.77389  -0.75132  -1.51781
H  -0.66429  -1.28461  -0.60769
H  2.89807  0.62216  -1.23177
H  0.07904  -0.15879  1.74032

Computed properties:
Total charge: -1
SMILES: CC(=O)NCC[S-]
Spin multiplicity: 1
Frontier orbital gap, eV: 6.24
LUMO, eV: 3.62


Entry B
A gas-phase ion, C4H8NOS (charge -1). Source: the OMol25 dataset; level of theory: ωB97M-V/def2-TZVPD.

Atoms and positions in Å:
S  -1.70940  -0.94449  2.08613
O  0.99420  0.52499  -2.55285
N  1.18100  -0.22637  -0.46836
C  0.37203  0.28631  -1.52098
C  0.62971  -1.03734  0.63183
C  -0.93619  0.95612  -1.22036
C  -0.02517  -0.13353  1.70831
H  -1.01254  1.28521  -0.17262
H  -0.18057  -1.75030  0.17253
H  -0.27672  0.88899  1.35323
H  1.29356  -1.73580  1.14755
H  0.65170  0.09666  2.45695
H  -1.81029  0.36092  -1.18319
H  -1.35393  1.77215  -1.93731
H  2.18259  -0.34352  -0.50087

Computed properties:
Total charge: -1
SMILES: CC(=O)NCC[S-]
Spin multiplicity: 1
Frontier orbital gap, eV: 6.39
LUMO, eV: 3.79


Stability verdict: entry A, ahead by 140.2 kJ/mol


Entry A
4 unconnected molecules or ions with the total composition C3H15NO3S. Source: the OMol25 dataset; level of theory: ωB97M-V/def2-TZVPD.

Atoms and positions in Å:
S  -2.81040  -0.83565  -1.03636
O  -0.99707  1.81569  1.31145
O  -0.32228  4.02098  -0.07627
O  2.80622  1.79124  0.78146
N  0.32452  -2.62126  -0.12826
C  -0.26650  -1.87830  -1.16321
C  -1.16501  -0.81121  -0.50500
C  1.33395  -2.00060  0.57567
H  -1.06583  -1.01527  0.65012
H  1.60443  -2.68125  1.48443
H  0.58210  -3.57383  -0.44158
H  1.93221  2.17195  0.91826
H  0.37297  -1.38013  -1.98599
H  2.63896  1.25451  0.10996
H  -1.29223  0.94430  1.23863
H  -3.16239  0.47776  -1.25839
H  -0.68626  0.27478  -0.66451
H  2.30943  -1.90160  0.05602
H  -0.84510  -2.68866  -1.78731
H  -0.14661  3.06287  0.09376
H  -1.37364  2.39366  1.85543
H  1.18535  -0.84892  0.80906
H  -0.95678  4.02895  -0.83734

Computed properties:
SMILES: CNCCS.O.O.O
Spin multiplicity: 1
Frontier orbital gap, eV: 9.30
LUMO, eV: 0.28


Entry B
A molecular structure, C3H15NO3S. Source: the OMol25 dataset; level of theory: ωB97M-V/def2-TZVPD.

Atoms and positions in Å:
S  0.86509  -2.02113  -0.75348
O  1.74078  -0.01748  -2.88577
O  -2.18941  -3.38231  -0.53340
O  -0.90966  0.57632  2.61087
N  -0.15299  1.90787  0.50862
C  1.85251  0.81838  1.16082
C  0.71999  0.81974  0.12380
C  -0.03461  -0.52469  0.01908
H  -1.97180  -4.13024  0.11336
H  -1.33822  -2.90648  -0.60716
H  1.26731  0.91960  -0.80879
H  -1.32905  0.96973  3.33820
H  -2.78590  1.63327  -1.33709
H  1.43929  0.28292  2.03242
H  -0.95609  -0.40764  -0.58724
H  2.63664  0.10724  0.72532
H  2.45681  -0.30445  -3.44933
H  -0.66717  1.68208  1.36747
H  -0.28518  -0.86363  1.01808
H  1.56288  -0.82608  -2.23795
H  2.20585  1.78218  1.42279
H  -3.48487  1.42494  -1.07384
H  -0.64222  2.45985  -0.16677

Computed properties:
Spin multiplicity: 1
Frontier orbital gap, eV: 3.05
LUMO, eV: -5.75


Stability verdict: entry A, ahead by 582.2 kJ/mol